Molecular formula: C12H24N2O3S
Method: DFT, wB97M-V/def2-TZVPD

```
! RIJCOSX wB97M-V def2-TZVPD def2/J DEFGRID3
* xyz 0 1
C 1.9639 -1.3868 2.7167
C 0.6671 -2.0326 1.8956
C 0.9511 -3.4123 1.0176
N -0.5872 -1.4094 1.9180
C -0.4773 -0.3633 0.7888
C -1.9444 -0.4620 -0.0082
C -3.1933 -0.4121 1.0906
S -2.8329 1.1048 2.1787
O -2.5297 0.5723 3.6007
O -4.0878 2.0464 2.3115
O -1.5043 1.9583 1.4657
C -0.2814 1.0939 1.5064
C 1.0113 1.9630 1.0056
C 1.4155 1.7836 -0.5715
C 0.1993 2.0372 -1.6391
C 0.0067 0.8705 -2.7730
C 1.3974 0.2276 -3.3570
N 1.0431 -0.7172 -4.5028
H 2.0016 -0.2249 2.5535
H 1.9101 -1.5936 3.8681
H 2.9483 -1.8177 2.2053
H 2.0689 -3.7381 1.2364
H 0.1527 -4.2059 1.3382
H 0.8968 -3.1737 -0.1404
H 0.4119 -0.7222 0.1193
H -2.0223 -1.4089 -0.6915
H -2.0849 0.5180 -0.6727
H -3.2370 -1.4161 1.7327
H -4.2512 -0.3198 0.5773
H -0.1092 0.8809 2.6683
H 1.9302 1.7983 1.7452
H 0.7171 3.1112 1.1489
H 2.2970 2.5501 -0.8137
H 1.9261 0.7091 -0.6628
H -0.8359 2.2553 -1.0883
H 0.4479 3.0433 -2.2265
H -0.5450 1.3878 -3.6966
H -0.6815 -0.0247 -2.4563
H 1.8245 -0.4766 -2.4927
H 2.2107 1.0228 -3.6328
H 0.3972 -1.4829 -4.1451
H 0.4088 -0.1336 -5.1181
*
```

Results
Structure (SMILES) = CC(C)=N[C@H]1CCS(=O)(=O)O[C@@H]1CCCCCN
Energy above the lowest of the compared OMol25 structures with the same formula, charge and spin = 259.75 kcal per mole
E = -32780.8927 eV



Molecular formula: C25H28N3O4PV
Method: DFT, wB97M-V/def2-TZVPD

```
! RIJCOSX wB97M-V def2-TZVPD def2/J DEFGRID3
* xyz 1 3
V -0.3207 0.1088 1.8516
N 0.5799 2.0156 2.5259
C -0.4808 3.0494 2.6773
C -1.7973 2.3117 2.9443
O -2.5993 2.6707 3.7777
N -1.8753 1.2515 2.0974
C -2.3832 -0.0130 2.3598
C -0.4852 -1.5091 4.2897
O -0.9139 -2.5704 4.4037
O -0.0070 -0.4475 4.1684
H 0.9867 1.8369 3.4408
H 1.3412 2.3557 1.9486
H -0.5687 3.5978 1.7393
H -0.2616 3.7505 3.4798
H -3.0745 -0.4060 1.6144
H -2.6868 -0.2133 3.3896
N -0.5650 -2.0218 0.9699
C 0.2703 -2.2406 -0.1840
C 0.9795 -3.4203 -0.3494
C 1.8011 -3.5745 -1.4594
C 1.9021 -2.5625 -2.4026
C 1.1916 -1.3829 -2.2297
C 0.3801 -1.2050 -1.1141
P -0.4823 0.3310 -0.6640
C 0.2628 1.5973 -1.7225
C -0.3064 1.9957 -2.9279
C 0.3272 2.9504 -3.7125
C 1.5291 3.5063 -3.3010
C 2.1025 3.1146 -2.0975
C 1.4669 2.1690 -1.3105
C -2.1702 0.0985 -1.2863
C -3.1560 0.9891 -0.8588
C -4.4562 0.8540 -1.3170
C -4.7847 -0.1755 -2.1899
C -3.8108 -1.0695 -2.6096
C -2.5035 -0.9329 -2.1626
H -1.5465 -1.9674 0.7034
H -0.4896 -2.8010 1.6168
H 0.8801 -4.2216 0.3742
H 2.3514 -4.4970 -1.5905
H 2.5339 -2.6908 -3.2710
H 1.2834 -0.5842 -2.9561
H -1.2473 1.5684 -3.2513
H -0.1220 3.2602 -4.6465
H 2.0185 4.2508 -3.9144
H 3.0370 3.5540 -1.7743
H 1.9128 1.8644 -0.3686
H -2.9075 1.7689 -0.1496
H -5.2168 1.5462 -0.9816
H -5.8028 -0.2835 -2.5396
H -4.0648 -1.8728 -3.2882
H -1.7474 -1.6286 -2.5055
C 3.6782 -0.7052 0.4456
C 2.8211 -1.1507 1.5901
C 3.3189 -2.2687 2.4450
O 1.7621 -0.5880 1.8305
H 4.3225 -1.5035 0.0830
H 4.3247 0.1008 0.8062
H 3.0577 -0.3187 -0.3605
H 3.4717 -3.1541 1.8245
H 2.6352 -2.4839 3.2613
H 4.3040 -2.0038 2.8379
*
```

Results
Energy above the lowest of the compared OMol25 structures with the same formula, charge and spin = 34.17 kcal per mole
E = -74013.1618 eV



Molecular formula: C3H9NO
Method: DFT, wB97M-V/def2-TZVPD

```
! RIJCOSX wB97M-V def2-TZVPD def2/J DEFGRID3
* xyz 0 1
C -1.9225 0.4822 0.2417
C -0.4749 0.1875 0.0116
C 0.4916 0.6477 0.8058
N 0.2813 1.3161 2.0566
H -2.6341 -0.2036 -0.2101
H -2.2126 0.6038 1.2950
H -2.2606 1.4751 -0.1019
H -0.2733 -0.4761 -0.8164
H 1.5325 0.4654 0.5688
H -0.6813 1.6443 2.0056
H 0.8839 2.1308 2.1107
H 2.3601 -2.6347 -1.8639
H 2.4132 -3.2156 -3.3179
O 2.4967 -2.4228 -2.7856
*
```

Results
Structure (SMILES) = C/C=C\N.O
Energy above the lowest of the compared OMol25 structures with the same formula, charge and spin = 31.02 kcal per mole
E = -6793.7104 eV



Molecular formula: C36H50N8O6SSiSn
Method: DFT, wB97M-V/def2-TZVPD

```
! RIJCOSX wB97M-V def2-TZVPD def2/J DEFGRID3
* xyz 0 1
Sn -0.0626 -0.7867 -0.2222
C 5.2041 -3.4617 -0.4720
O 4.5450 -2.2273 -0.7439
C 3.2261 -2.0850 -0.5355
O 2.7166 -0.9978 -0.6925
N 2.5445 -3.2076 -0.1767
N 1.1714 -3.1296 0.0408
H 6.2568 -3.2809 -0.6625
H 4.8562 -4.2553 -1.1366
H 5.0786 -3.7536 0.5729
H 3.0265 -4.0620 0.0429
H 0.9149 -3.1919 1.0241
H 0.6694 -3.7973 -0.5309
C 0.3444 0.1219 4.5230
Si 0.7170 -1.3391 3.3784
C 0.8220 -2.8952 4.4465
C 2.4548 -1.0380 2.7013
N -0.3673 -1.5682 2.0599
C -1.6084 -2.1397 2.2905
C -2.2321 -2.2061 3.5544
C -3.3963 -2.9167 3.7850
C -4.0094 -3.6113 2.7537
C -3.4622 -3.5262 1.4828
C -2.3344 -2.7615 1.2555
O -1.8179 -2.6536 -0.0512
C -2.7378 -2.6449 -1.1026
C -3.9731 -2.0230 -0.9974
C -4.8129 -2.0034 -2.0994
C -4.4240 -2.5932 -3.2952
C -3.1857 -3.2072 -3.3836
C -2.3420 -3.2444 -2.2834
H 0.8914 0.0193 5.4635
H -0.7167 0.2081 4.7611
H 0.6551 1.0663 4.0687
H 1.2024 -2.6645 5.4444
H 1.4961 -3.6311 3.9995
H -0.1536 -3.3704 4.5641
H 3.1087 -1.8933 2.8894
H 2.9134 -0.1677 3.1757
H 2.4404 -0.8538 1.6279
H -1.7662 -1.6869 4.3805
H -3.8232 -2.9326 4.7801
H -4.9011 -4.1988 2.9231
H -3.9354 -4.0366 0.6538
H -4.2688 -1.5701 -0.0611
H -5.7808 -1.5243 -2.0202
H -5.0782 -2.5629 -4.1559
H -2.8581 -3.6416 -4.3177
H -1.3624 -3.6962 -2.3507
C 4.1307 3.1543 -5.1823
C 3.0534 2.1685 -4.8192
C 3.3611 0.9895 -4.1527
C 2.3625 0.1114 -3.7507
C 1.0422 0.4155 -4.0262
C 0.7136 1.5722 -4.7251
C 1.7169 2.4390 -5.1163
S -0.2797 -0.5626 -3.3732
O -1.1094 -0.9828 -4.4682
O -0.9420 0.3513 -2.4131
O 0.3573 -1.6596 -2.6115
H 5.1123 2.6820 -5.1794
H 4.1496 3.9720 -4.4585
H 3.9565 3.5849 -6.1686
H 4.3962 0.7621 -3.9257
H 2.5935 -0.7867 -3.1965
H -0.3258 1.7854 -4.9415
H 1.4624 3.3465 -5.6518
C -0.2086 3.3795 0.0327
N 0.4792 4.6689 0.0229
C 1.3762 4.7132 1.1812
N 2.3559 3.6239 1.1667
C 1.6333 2.3545 1.1453
N 0.7287 2.2439 -0.0088
C 1.5459 2.3796 -1.2332
N 2.2746 3.6489 -1.2650
C 1.2988 4.7375 -1.1926
C 3.1285 3.7196 -0.0774
H -0.8594 3.3266 -0.8450
H -0.8173 3.3098 0.9382
H 0.7802 4.6441 2.0937
H 1.9079 5.6665 1.1792
H 1.0506 2.2537 2.0642
H 2.3566 1.5418 1.0935
H 0.8892 2.3152 -2.1014
H 2.2581 1.5532 -1.2711
H 0.6435 4.6826 -2.0643
H 1.8273 5.6928 -1.2069
H 3.6715 4.6668 -0.0840
H 3.8472 2.8985 -0.1105
N -2.3790 0.6671 0.0141
C -3.0969 0.9644 1.1940
C -4.4864 0.9286 1.2301
C -5.1592 1.1703 2.4201
C -4.4583 1.4665 3.5785
C -3.0699 1.5061 3.5413
C -2.3924 1.2459 2.3634
H -2.9466 0.4874 -0.8051
H -1.6874 1.3673 -0.2281
H -5.0424 0.7171 0.3238
H -6.2411 1.1358 2.4337
H -4.9874 1.6642 4.5010
H -2.5090 1.7211 4.4423
H -1.3084 1.2177 2.3419
*
```

Results
E = -86895.6502 eV



Molecular formula: CH7NO2
Method: DFT, wB97M-V/def2-TZVPD

```
! RIJCOSX wB97M-V def2-TZVPD def2/J DEFGRID3
* xyz 0 1
C -0.1315 -0.5522 0.1605
N -0.9137 0.1894 -0.8489
H 0.3445 0.0713 0.9420
H -0.7528 -1.2771 0.6265
H -0.0914 0.6427 -1.5292
H -1.5618 0.8647 -0.4600
H 1.0446 1.4242 -2.7909
O 0.9342 0.9561 -1.9937
H 0.6748 -1.0126 -0.3572
H 0.2491 -0.7206 3.5899
O 0.2041 -0.5860 2.6610
*
```

Results
Energy above the lowest of the compared OMol25 structures with the same formula, charge and spin = 185.90 kcal per mole
E = -6727.2824 eV



Molecular formula: C4H12NO2P
Method: DFT, wB97M-V/def2-TZVPD

```
! RIJCOSX wB97M-V def2-TZVPD def2/J DEFGRID3
* xyz 0 1
C -2.2072 -1.0466 -0.0242
C -1.0644 -0.2255 0.4912
C 0.0224 -0.0889 -0.5366
C 1.3240 0.5807 -0.0996
N 1.4900 1.9546 -0.6128
O 3.6390 0.5138 0.7823
O 2.5965 -1.7530 0.2623
P 2.9483 -0.3343 -0.4908
H -2.0928 -2.0364 0.1906
H -3.0927 -0.7101 0.4162
H -2.1929 -0.9385 -1.1004
H -0.7614 -0.6598 1.5214
H -1.4283 0.7944 0.5935
H -0.3761 0.4146 -1.3727
H 0.2525 -0.9865 -0.9681
H 1.3830 0.7458 0.9912
H 1.0698 2.5402 0.1490
H 4.2097 1.1786 0.5047
H 1.3295 2.2244 -1.5040
H 2.5309 -1.5138 1.2637
*
```

Results
Structure (SMILES) = CCC[C@H](N)P(O)O
Energy above the lowest of the compared OMol25 structures with the same formula, charge and spin = 34.61 kcal per mole
E = -19216.2578 eV



Molecular formula: C11H18N3S
Method: DFT, wB97M-V/def2-TZVPD

```
! RIJCOSX wB97M-V def2-TZVPD def2/J DEFGRID3
* xyz 1 1
C -0.1080 3.2524 0.9687
C 0.2270 1.1040 0.5653
C 0.8008 1.3656 1.7591
C 1.3599 -2.2157 0.7581
C 0.2680 -2.3268 1.5360
C 1.1181 -1.5444 -0.5963
C -0.2059 -0.8269 -0.4603
C 1.6920 0.6484 2.7242
C 1.0961 -2.8244 -1.5113
C -1.0125 -0.4351 -1.7068
C -2.3797 0.2513 -1.5212
N -0.3985 2.2821 0.0800
N 0.4892 2.7397 1.9888
N -2.1733 1.7020 -1.9421
S -1.1489 -1.4396 0.9089
H -0.2901 4.3766 0.8024
H 2.2924 -2.7973 0.9765
H -0.0523 -2.8353 2.4370
H 1.7590 -0.8269 -1.0708
H 1.7295 1.3136 3.6259
H 1.1648 -0.3145 2.9503
H 2.7025 0.4618 2.4254
H 1.9682 -3.4488 -1.3419
H 1.1235 -2.3330 -2.5214
H 0.0972 -3.4733 -1.4820
H -1.0685 -1.3321 -2.4106
H -0.3907 0.2187 -2.2070
H -2.9618 -0.3965 -2.1515
H -2.7176 0.2733 -0.5188
H 0.7906 3.2966 2.7954
H -3.1443 2.0806 -2.0733
H -1.8236 1.7410 -2.8852
H -0.8031 2.2629 -0.9018
*
```

Results
Energy above the lowest of the compared OMol25 structures with the same formula, charge and spin = 54.97 kcal per mole
E = -26995.2235 eV



Molecular formula: C24H38BCl12N2O8
Method: DFT, wB97M-V/def2-TZVPD

```
! RIJCOSX wB97M-V def2-TZVPD def2/J DEFGRID3
* xyz -1 1
O 11.5680 36.6081 11.5869
C 10.6754 35.8292 11.2665
O 10.3860 34.6460 11.7917
B 9.3266 33.8962 11.0681
O 8.9363 34.8899 10.0461
C 9.7734 35.9133 9.9592
O 9.8913 36.8941 9.1837
O 8.2521 33.4876 11.9958
C 8.0801 32.1695 12.0918
O 7.1780 31.5587 12.6794
C 9.0261 31.5650 11.0292
O 9.8120 32.6184 10.5174
O 8.9987 30.3692 10.7763
C 13.2528 34.8517 9.6233
C 13.8809 35.9196 10.5155
C 13.2246 37.3141 10.3756
C 13.7527 38.1626 11.4598
N 14.2346 38.7977 12.3380
H 13.8271 33.9271 9.5651
H 13.0205 35.2941 8.6546
H 12.2246 34.6726 9.9377
H 14.9246 36.0351 10.2231
H 13.7522 35.5723 11.5406
H 12.1428 37.2771 10.5033
H 13.4955 37.6791 9.3849
C 7.0576 36.3035 9.0877
C 7.6200 37.4592 9.9204
C 6.5070 38.2688 10.7377
C 5.3936 38.8256 9.9559
N 4.5788 39.3310 9.3839
H 6.4265 36.5424 8.2317
H 6.4265 35.6632 9.7041
H 7.8957 35.6567 8.8283
H 8.2208 38.1603 9.3412
H 8.3195 36.9834 10.6077
H 6.9675 39.1000 11.2717
H 5.8906 37.6476 11.3874
Cl 6.8692 35.1043 16.0296
C 5.9410 34.7558 14.5632
C 6.8892 34.4458 13.3387
Cl 7.7773 35.9076 12.8863
H 5.3643 35.6731 14.4444
H 5.2004 33.9809 14.7611
H 6.3094 34.1438 12.4665
H 7.5670 33.6060 13.4916
Cl 10.1885 37.5105 5.9445
C 9.5852 37.7304 7.6546
C 9.2594 39.2012 7.9525
Cl 7.7926 39.7454 7.0674
H 10.3270 37.3028 8.3292
H 8.6222 37.2661 7.8675
H 10.0615 39.7819 7.4969
H 9.1436 39.4916 8.9967
Cl 8.1002 32.0669 8.8580
C 6.8704 31.3348 9.9736
C 5.4863 31.9710 9.7583
Cl 4.3936 31.3993 11.0715
H 7.1497 31.4522 11.0207
H 6.7864 30.2635 9.7912
H 5.0675 31.7300 8.7813
H 5.5521 33.0251 10.0279
Cl 11.4202 32.8367 13.2624
C 10.6750 32.5441 14.7961
C 9.2126 32.9168 14.6837
Cl 8.3183 32.5819 16.1730
H 11.2506 33.0197 15.5902
H 10.8893 31.4922 14.9847
H 8.8102 32.4020 13.8113
H 9.1003 33.9918 14.5426
Cl 9.1695 37.9516 13.5150
C 10.6088 38.5761 12.6764
C 10.2546 38.5678 11.1714
Cl 8.8647 39.6548 10.6522
H 11.5159 38.0694 13.0056
H 10.8422 39.5772 13.0390
H 10.1471 37.5916 10.6985
H 11.1227 38.8977 10.6007
Cl 10.3271 30.3087 14.1715
C 10.0311 29.7254 12.5221
C 8.4938 29.5080 12.3262
Cl 7.5987 28.2666 13.3193
H 10.6500 28.8366 12.3999
H 10.4160 30.4514 11.8059
H 8.3336 29.3225 11.2641
H 8.0632 30.4976 12.4795
*
```

Results
E = -195791.4106 eV



Molecular formula: C2H9N6
Method: DFT, wB97M-V/def2-TZVPD

```
! RIJCOSX wB97M-V def2-TZVPD def2/J DEFGRID3
* xyz 1 1
C 1.1027 1.3047 0.6795
C -1.0330 -0.9820 0.0631
N 2.3468 1.6017 0.5124
N -2.3107 -1.3162 0.1922
N -0.1788 -1.7136 0.6741
N 0.8986 0.9613 -1.7421
N 0.4804 0.8137 -0.4613
N -0.8057 0.2486 -0.3884
H 0.3804 1.1552 1.5922
H 2.9990 1.6845 1.2151
H -2.4825 -2.2637 0.5343
H -2.9474 -0.6083 0.2549
H -0.4607 -2.5569 1.1637
H 0.7710 -1.6213 0.4626
H 1.9382 0.7700 -1.7206
H 0.8699 1.8848 -2.0549
H -1.5683 0.6375 -0.9768
*
```

Results
Structure (SMILES) = [H]/N=C/N(N)[NH+]=C(N)N
Energy above the lowest of the compared OMol25 structures with the same formula, charge and spin = 0.00 kcal per mole
E = -11152.0988 eV



Molecular formula: C31H47FIN3OSi2
Method: DFT, wB97M-V/def2-TZVPD

```
! RIJCOSX wB97M-V def2-TZVPD def2/J DEFGRID3
* xyz 0 1
C 5.9480 1.9945 2.6743
C 5.1258 2.9101 1.5928
I 3.7135 4.3463 2.5477
C 4.4273 2.0586 0.3614
Si 3.3041 0.6018 0.9241
C 4.2862 -0.8429 1.8226
C 5.5813 -1.3722 0.9691
F 6.8939 -1.1952 1.6876
O 2.4137 -0.1941 -0.3816
Si 2.9815 0.3018 -1.9664
C 2.5094 -1.0570 -3.2488
C 2.3319 -2.4744 -2.4128
C 0.8269 -2.6803 -1.7942
C 0.5591 -4.2839 -1.4474
C -1.0480 -4.4734 -1.1334
C -1.4422 -4.4251 0.4577
C -3.0138 -4.8393 0.7466
C -4.1029 -4.0383 -0.1822
C -4.4657 -2.5214 0.4098
C -5.0911 -1.6722 -0.8694
C -6.1124 -0.4512 -0.3694
C -5.2928 0.5357 0.6662
N -5.5829 2.0204 0.4629
C -6.4728 2.7410 -0.5272
C -6.2426 4.3112 -0.1142
C -5.2179 4.4568 1.1572
C -4.8417 2.8879 1.4706
C 2.2407 1.9651 -2.6065
C 3.2946 3.2198 -2.9388
C 2.6161 4.6185 -3.4558
N 1.1605 4.9168 -3.6774
C 0.2415 3.7574 -3.4148
C 0.6332 2.2583 -2.8819
C 1.9383 1.1435 2.2179
C 0.4048 1.4914 1.6485
C -0.7253 1.8978 2.8124
C -0.2117 1.9103 4.3681
N 1.1691 1.6338 4.8908
C 2.1712 1.2619 3.8342
H 6.7067 1.3329 2.0542
H 5.2853 1.3880 3.4242
H 6.6194 2.7372 3.3145
H 5.9377 3.6118 1.0696
H 5.3337 1.7029 -0.3291
H 3.7348 2.8475 -0.2074
H 4.5120 -0.5953 2.9548
H 3.5114 -1.7484 1.8475
H 5.5764 -0.8860 -0.0975
H 5.4642 -2.5542 0.8497
H 4.4370 0.4241 -1.9476
H 3.3989 -1.1121 -4.0248
H 1.4789 -0.7730 -3.7505
H 3.1509 -2.4926 -1.5493
H 2.5104 -3.3374 -3.1986
H 0.6646 -2.1138 -0.7569
H 0.0400 -2.2268 -2.5347
H 1.2399 -4.5687 -0.5116
H 0.8682 -4.8722 -2.4238
H -1.4046 -5.4971 -1.5771
H -1.6233 -3.5704 -1.6600
H -0.7460 -5.1996 1.0288
H -1.1907 -3.3692 0.9538
H -3.2393 -4.6117 1.8896
H -3.1542 -5.9969 0.5208
H -3.8188 -3.9637 -1.3177
H -5.1282 -4.6375 -0.1402
H -3.5052 -1.9917 0.8295
H -5.2204 -2.6154 1.3096
H -4.1747 -1.2331 -1.4607
H -5.6491 -2.4379 -1.5854
H -6.9826 -0.9967 0.2099
H -6.4715 0.0760 -1.3559
H -5.4145 0.1913 1.8013
H -4.1422 0.3926 0.4131
H -7.1309 2.2447 -1.3678
H -6.7200 5.2504 -0.6246
H -4.8103 5.4041 1.7358
H -4.1351 2.4137 2.2952
H 4.4311 3.0208 -2.7431
H 3.3765 5.5179 -3.6549
H -0.9212 3.9516 -3.6071
H -0.1712 1.4291 -2.6966
H 0.1397 1.4200 0.4921
H -1.8064 2.1260 2.4275
H -1.0438 2.1737 5.1836
H 3.2774 1.0252 4.2175
*
```

Results
E = -65978.0178 eV



no.,largest force on an atom (eV/Å)
1,7.15
2,0.28
3,1.60
4,0.71
5,4.86
6,5.92
7,4.24
8,18.42
9,4.32
10,6.51